71
Properties=species:S:1:pos:R:3:lowdin_charge:R:1 method="wB97M-V/def2-TZVPD" total_charge=+1 e_lumo_ev=-5.81 e_homo_ev=-11.2441 homo_lumo_gap_ev=5.438
Au -0.399 0.381 0.124 1.149
O -5.213 0.850 -5.925 0.134
C -3.941 1.202 -6.207 -0.471
O -3.635 1.519 -7.316 0.149
C -2.939 1.178 -5.081 -0.114
C -3.285 1.188 -3.737 -0.008
C -2.296 1.198 -2.765 -0.043
C -0.958 1.213 -3.129 -0.271
C -0.607 1.166 -4.474 0.011
C -1.595 1.161 -5.439 0.027
N 0.023 1.214 -2.085 0.037
C 1.198 1.624 -2.301 -0.071
C 2.237 1.586 -1.241 -0.249
C 3.511 2.046 -1.507 0.016
C 4.468 1.985 -0.503 -0.016
C 4.112 1.467 0.727 -0.023
C 2.808 1.028 0.914 -0.117
N 1.891 1.084 -0.050 0.029
H -5.307 0.554 -5.013 0.095
H -4.320 1.198 -3.416 0.119
H -2.560 1.181 -1.714 0.090
H 0.431 1.080 -4.770 0.120
H -1.344 1.136 -6.491 0.135
H 1.501 2.027 -3.266 0.139
H 3.750 2.442 -2.486 0.129
H 5.475 2.335 -0.685 0.125
H 4.828 1.391 1.535 0.120
H 2.490 0.602 1.859 0.122
C -1.572 1.503 1.432 -0.053
C -0.905 2.714 1.055 -0.329
C 0.263 3.111 1.734 -0.020
C 0.972 4.210 1.310 0.000
C 0.520 4.924 0.196 -0.185
C -0.657 4.572 -0.468 0.009
C -1.366 3.472 -0.039 -0.008
C 1.300 6.040 -0.287 -0.153
N 1.933 6.909 -0.691 0.200
H -2.584 1.323 1.083 0.097
H -1.352 1.057 2.399 0.099
H 0.598 2.539 2.592 0.130
H 1.871 4.526 1.821 0.134
H -0.996 5.161 -1.310 0.136
H -2.278 3.182 -0.546 0.118
C 4.251 -5.260 1.267 -0.041
C 3.455 -4.619 0.160 -0.256
C 2.913 -5.382 -0.866 -0.019
C 2.194 -4.794 -1.894 -0.044
C 2.003 -3.420 -1.888 -0.296
C 2.533 -2.638 -0.873 -0.070
C 3.258 -3.241 0.140 -0.031
S 1.076 -2.686 -3.189 0.633
O 1.182 -1.251 -3.042 -0.309
O 1.483 -3.354 -4.387 -0.263
N -0.476 -3.038 -2.959 -0.111
C -1.500 -2.139 -2.435 -0.201
C -2.113 -2.570 -1.100 -0.087
C -1.107 -2.422 0.000 -0.586
O -0.240 -3.231 0.205 0.124
O -1.205 -1.296 0.761 -0.238
H 4.294 -6.341 1.151 0.078
H 3.812 -5.038 2.241 0.086
H 5.275 -4.882 1.275 0.086
H 3.057 -6.456 -0.863 0.119
H 1.795 -5.397 -2.700 0.120
H 2.372 -1.572 -0.896 0.083
H 3.676 -2.636 0.939 0.114
H -0.681 -4.026 -3.006 0.133
H -2.290 -2.055 -3.182 0.125
H -1.056 -1.149 -2.344 0.067
H -2.435 -3.611 -1.143 0.131
H -2.972 -1.927 -0.904 0.119


72
Properties=species:S:1:pos:R:3:lowdin_charge:R:1 method="wB97M-V/def2-TZVPD" s2=3.78 spin_multiplicity=4 total_charge=-1 e_lumo_ev="2.41 / 2.41" e_homo_ev="-4.6781 / -4.3671" homo_lumo_gap_ev="7.085 / 6.774"
Mn -0.252 0.207 -0.195 0.142
C 2.474 -1.041 4.696 -0.102
C 2.596 -0.610 3.251 -0.232
C 2.565 -1.731 2.210 -0.156
C 3.697 -2.553 2.189 -0.082
C 3.801 -3.624 1.345 -0.096
C 2.791 -3.798 0.404 -0.063
C 1.640 -3.002 0.372 -0.179
C 0.531 -3.307 -0.618 -0.217
C -0.301 -4.495 -0.122 -0.084
C 1.502 -1.987 1.321 -0.189
N 0.355 -1.166 1.301 -0.015
C -0.244 -0.924 2.421 -0.083
C -1.102 0.201 2.560 -0.370
C -1.809 0.605 3.677 -0.063
C -2.342 1.860 3.330 -0.112
C -1.890 2.158 2.040 -0.144
N -1.153 1.117 1.559 -0.022
H 2.713 -0.219 5.413 0.080
H 3.250 -1.812 4.880 0.071
H 1.489 -1.428 4.989 0.062
H 3.572 -0.158 3.115 0.075
H 1.916 0.194 3.038 0.081
H 4.532 -2.272 2.820 0.110
H 4.701 -4.284 1.262 0.117
H 2.887 -4.644 -0.305 0.123
H 1.010 -3.732 -1.526 0.108
H -0.078 -2.464 -0.838 0.011
H 0.464 -5.228 0.222 0.080
H -0.866 -4.932 -0.913 0.057
H -0.951 -4.260 0.693 0.061
H -0.031 -1.534 3.311 0.138
H -1.908 0.120 4.618 0.083
H -2.894 2.544 3.949 0.072
H -2.105 3.068 1.528 0.070
S -2.210 -1.020 -0.609 0.689
C -2.556 -0.869 -2.298 -0.675
C -3.514 -1.674 -2.904 -0.131
C -3.786 -1.561 -4.249 -0.105
C -3.131 -0.644 -5.075 -0.094
C -2.148 0.180 -4.495 -0.106
C -1.893 0.059 -3.130 -0.507
S -0.701 1.220 -2.412 0.998
H -4.045 -2.392 -2.283 0.100
H -4.532 -2.227 -4.635 0.090
H -3.212 -0.692 -6.153 0.089
H -1.530 0.871 -5.082 0.110
C 6.045 1.834 0.012 -0.404
S 5.347 0.367 0.810 0.805
C 4.309 -0.219 -0.469 -1.013
C 3.024 0.194 -0.696 -1.060
S 1.926 1.256 0.165 0.581
S 2.337 -0.565 -2.106 0.881
C 3.581 -1.672 -2.475 -1.534
S 3.464 -2.869 -3.593 0.491
S 4.947 -1.455 -1.497 0.901
H 6.625 2.351 0.769 0.018
H 5.305 2.540 -0.270 0.016
H 6.707 1.648 -0.896 0.064
O -1.746 3.444 -1.024 0.182
B -1.914 2.547 -2.006 -0.829
O -3.155 2.670 -2.601 0.188
C -3.731 3.744 -1.944 -0.178
C -5.003 4.253 -2.029 0.022
C -5.368 5.253 -1.079 -0.090
C -4.463 5.688 -0.147 -0.116
C -3.199 5.162 -0.034 0.004
C -2.882 4.196 -0.958 -0.191
H -5.725 3.948 -2.811 0.127
H -6.381 5.675 -1.119 0.104
H -4.832 6.425 0.578 0.110
H -2.516 5.469 0.749 0.127


73
Properties=species:S:1:pos:R:3:lowdin_charge:R:1 method="wB97M-V/def2-TZVPD" total_charge=+2 e_lumo_ev=-6.22 e_homo_ev=-13.2632 homo_lumo_gap_ev=7.044
Pb -0.632 -0.589 1.355 1.538
C -3.951 -3.147 1.222 -0.013
C -2.857 -3.420 0.248 -0.315
C -3.070 -4.103 -0.945 0.005
C -1.983 -4.375 -1.803 -0.011
C -0.705 -4.016 -1.386 -0.107
C -0.576 -3.341 -0.157 -0.495
N -1.592 -3.026 0.635 -0.046
Sb 1.522 -3.064 0.528 1.495
C 1.231 -3.134 2.698 -0.443
C 1.721 -4.292 3.331 -0.097
C 1.230 -4.521 4.595 -0.048
C 0.495 -3.559 5.266 0.015
C 0.117 -2.377 4.566 -0.319
C -0.682 -1.295 5.197 -0.034
N 0.477 -2.197 3.274 -0.046
C 2.476 -1.097 0.397 -0.467
C 3.869 -1.127 0.182 -0.088
C 4.552 -0.040 0.732 -0.023
C 3.902 0.942 1.491 0.018
C 2.496 0.950 1.477 -0.331
C 1.758 2.084 2.079 -0.020
N 1.800 -0.081 0.926 -0.103
H -4.289 -2.101 1.108 0.078
H -3.508 -3.251 2.227 0.095
H -4.784 -3.810 1.036 0.089
H -4.075 -4.420 -1.179 0.126
H -2.145 -4.899 -2.741 0.125
H 0.201 -4.251 -1.933 0.090
H 2.417 -4.969 2.818 0.108
H 1.477 -5.441 5.106 0.124
H 0.191 -3.718 6.297 0.126
H -1.167 -1.724 6.119 0.106
H -1.488 -0.967 4.485 0.073
H -0.046 -0.437 5.476 0.096
H 4.290 -1.901 -0.467 0.110
H 5.613 -0.010 0.554 0.118
H 4.460 1.773 1.939 0.132
H 2.466 2.886 2.289 0.096
H 1.290 1.690 3.018 0.102
H 0.959 2.455 1.414 0.082
O -3.376 -0.905 -2.080 -0.244
S -3.230 0.253 -1.206 0.758
O -3.942 0.294 0.082 -0.316
N -1.590 0.485 -0.805 -0.089
C -1.202 1.668 -1.222 -0.282
O 0.059 2.072 -1.003 0.236
C -2.158 2.519 -1.928 -0.117
C -2.042 3.857 -2.290 0.043
C -3.166 4.477 -2.831 0.000
C -4.383 3.780 -2.937 0.003
C -4.485 2.459 -2.498 -0.013
C -3.363 1.818 -2.056 -0.193
H -1.138 4.406 -2.231 0.126
H -3.030 5.495 -3.140 0.121
H -5.244 4.238 -3.432 0.133
H -5.430 1.911 -2.478 0.142
O -2.445 0.897 2.223 -0.227
H -2.702 1.376 3.037 0.092
H -3.240 0.866 1.606 0.036
O 0.906 2.557 -3.300 0.240
B 1.021 2.296 -1.952 -0.654
O 2.360 2.365 -1.543 0.214
C 3.057 2.764 -2.677 -0.180
C 4.400 3.036 -2.793 0.030
C 4.863 3.380 -4.080 -0.063
C 3.981 3.493 -5.107 -0.082
C 2.598 3.361 -4.953 0.032
C 2.172 2.916 -3.726 -0.176
H 5.055 3.015 -1.944 0.118
H 5.915 3.532 -4.285 0.117
H 4.361 3.696 -6.099 0.117
H 1.960 3.543 -5.829 0.137


69
Properties=species:S:1:pos:R:3:lowdin_charge:R:1 method="wB97M-V/def2-TZVPD" s2=0.76 spin_multiplicity=2 total_charge=-2 e_lumo_ev="4.42 / 4.41" e_homo_ev="1.3778 / -1.1153" homo_lumo_gap_ev="3.042 / 5.526"
Pd -1.195 -2.428 -0.053 0.154
O 1.454 -2.991 -0.211 -0.365
P 1.419 -1.490 -0.320 0.691
C 0.370 -0.634 0.885 -0.329
P -0.728 0.734 0.331 0.660
O -2.117 0.264 0.012 -0.352
C -0.747 1.890 1.714 -0.253
C -1.986 2.441 2.082 -0.083
C -2.056 3.477 3.000 -0.112
C -0.892 3.998 3.578 -0.132
C 0.339 3.460 3.220 -0.120
C 0.418 2.421 2.300 -0.096
C 0.011 1.688 -0.948 -0.328
C -0.830 2.210 -1.973 -0.115
C -0.348 3.118 -2.888 -0.148
C 1.002 3.563 -2.839 -0.162
C 1.837 3.053 -1.838 -0.157
C 1.372 2.141 -0.906 -0.141
C 1.027 -0.937 -2.016 -0.269
C 1.950 -0.291 -2.834 -0.098
C 1.647 -0.026 -4.168 -0.094
C 0.425 -0.409 -4.693 -0.108
C -0.515 -1.028 -3.875 -0.084
C -0.221 -1.283 -2.543 -0.104
C 3.166 -1.008 -0.032 -0.259
C 3.585 -0.244 1.048 -0.086
C 4.940 -0.059 1.314 -0.097
C 5.893 -0.639 0.497 -0.117
C 5.489 -1.418 -0.581 -0.095
C 4.138 -1.610 -0.835 -0.092
H 0.903 -0.358 1.796 0.049
H -0.394 -1.478 1.185 -0.003
H -2.884 2.025 1.637 0.092
H -3.023 3.882 3.281 0.086
H -0.949 4.805 4.298 0.078
H 1.248 3.854 3.664 0.088
H 1.388 2.014 2.041 0.074
H -1.855 1.861 -2.025 0.091
H -1.005 3.482 -3.673 0.075
H 1.380 4.280 -3.561 0.057
H 2.877 3.366 -1.798 0.083
H 2.063 1.729 -0.174 0.070
H 2.896 0.042 -2.432 0.091
H 2.365 0.499 -4.786 0.092
H 0.193 -0.203 -5.732 0.089
H -1.493 -1.289 -4.265 0.099
H -0.999 -1.709 -1.872 0.048
H 2.850 0.222 1.693 0.077
H 5.248 0.540 2.163 0.094
H 6.947 -0.491 0.701 0.089
H 6.231 -1.888 -1.216 0.093
H 3.824 -2.253 -1.649 0.110
O -3.624 -3.000 0.322 -0.226
N -3.940 -2.108 1.227 -0.253
C -4.922 -1.224 0.934 -0.065
C -5.323 -0.245 1.804 -0.110
C -4.671 -0.145 3.034 -0.127
C -3.658 -1.029 3.321 -0.129
C -3.253 -2.045 2.428 -0.731
S -1.971 -3.131 2.741 0.535
H -5.331 -1.351 -0.055 0.122
H -6.111 0.435 1.510 0.086
H -4.935 0.634 3.741 0.089
H -3.107 -0.969 4.249 0.085
Cl -1.037 -7.061 -0.073 0.398
C -1.154 -5.239 -0.057 -0.995
Cl -1.399 -4.606 -1.700 0.532
H -0.220 -4.855 0.320 -0.006
H -2.004 -4.961 0.548 -0.039


110
Properties=species:S:1:pos:R:3:lowdin_charge:R:1 method="wB97M-V/def2-TZVPD" e_lumo_ev=-0.12 e_homo_ev=-9.0575 homo_lumo_gap_ev=8.941
C 0.513 -4.936 2.677 -0.134
O 1.672 -4.248 3.155 -0.213
C 2.399 -3.610 2.080 -0.201
C 2.492 -2.044 2.343 -0.140
C 1.876 -1.250 1.127 -0.204
C 0.311 -1.202 1.252 -0.196
C -0.222 -0.072 2.217 -0.111
C -1.602 -0.491 2.895 -0.370
C -2.657 -1.256 1.984 -0.096
C -4.073 -0.589 1.957 -0.161
C -5.179 -1.463 1.232 -0.177
C -5.105 -2.977 1.625 -0.219
C -4.442 -3.859 0.666 -0.044
C -4.303 -5.271 1.002 -0.079
C -4.822 -5.711 2.277 -0.109
C -5.502 -4.860 3.224 -0.078
C -5.641 -3.448 2.894 -0.037
C -1.085 -1.618 3.909 -0.128
C -2.243 -1.751 4.958 -0.055
C -2.733 -0.250 4.934 -0.423
O -3.518 0.191 5.714 0.104
O -2.158 0.447 3.857 -0.177
H 0.757 -5.974 2.315 0.096
H -0.030 -4.400 1.857 0.075
H -0.202 -5.008 3.540 0.092
H 1.918 -3.853 1.099 0.112
H 3.429 -4.064 2.047 0.124
H 3.564 -1.747 2.455 0.100
H 1.908 -1.793 3.262 0.103
H 2.099 -1.849 0.199 0.111
H 2.244 -0.203 1.016 0.066
H -0.116 -0.962 0.234 0.115
H -0.101 -2.218 1.499 0.093
H -0.384 0.904 1.689 0.108
H 0.549 0.037 3.028 0.117
H -2.319 -1.329 0.911 0.126
H -2.664 -2.315 2.353 0.109
H -4.480 -0.304 2.956 0.114
H -3.988 0.372 1.371 0.092
H -5.200 -1.311 0.124 0.077
H -6.168 -1.100 1.635 0.109
H -4.050 -3.421 -0.281 0.109
H -3.778 -5.925 0.273 0.097
H -4.687 -6.788 2.541 0.096
H -5.903 -5.199 4.205 0.100
H -6.115 -2.687 3.551 0.112
H -0.888 -2.636 3.501 0.099
H -0.196 -1.294 4.522 0.132
H -2.983 -2.538 4.650 0.126
H -1.983 -2.065 5.995 0.066
C 5.030 1.887 -0.343 -1.977
Cl 6.027 2.556 0.959 0.485
Cl 5.548 2.579 -1.889 0.501
Cl 5.214 0.125 -0.392 0.526
Cl 3.328 2.293 -0.054 0.503
C -6.584 0.992 -1.856 -2.015
Cl -7.436 2.259 -2.757 0.504
Cl -7.690 -0.357 -1.543 0.536
Cl -5.204 0.415 -2.809 0.521
Cl -6.004 1.645 -0.314 0.528
C 8.815 5.250 -0.359 -2.007
Cl 9.821 5.922 0.935 0.536
Cl 9.328 5.922 -1.917 0.517
Cl 8.996 3.484 -0.390 0.452
Cl 7.120 5.672 -0.067 0.517
C 5.544 4.421 -5.471 -2.016
Cl 5.006 2.756 -5.182 0.471
Cl 5.982 4.610 -7.178 0.532
Cl 4.232 5.542 -5.070 0.508
Cl 6.954 4.771 -4.454 0.503
C 8.786 -0.147 2.258 -2.008
Cl 9.619 -0.046 3.819 0.530
Cl 9.315 -1.604 1.398 0.525
Cl 7.036 -0.223 2.526 0.491
Cl 9.176 1.288 1.287 0.454
C -4.372 4.983 -2.243 -1.998
Cl -4.329 4.463 -3.938 0.523
Cl -3.369 3.896 -1.265 0.426
Cl -3.755 6.639 -2.117 0.525
Cl -6.041 4.930 -1.650 0.503
C 1.033 5.380 -2.744 -1.986
Cl 1.077 4.860 -4.439 0.442
Cl 2.013 4.276 -1.763 0.485
Cl 1.685 7.024 -2.614 0.533
Cl -0.638 5.357 -2.163 0.504
C -2.270 4.442 2.713 -1.986
Cl -2.794 5.503 4.036 0.524
Cl -2.078 2.788 3.315 0.682
Cl -3.488 4.452 1.422 0.471
Cl -0.722 5.024 2.066 0.514
C 3.713 -0.823 -6.978 -2.028
Cl 2.409 -2.022 -6.998 0.499
Cl 3.168 0.655 -7.789 0.514
Cl 4.148 -0.450 -5.299 0.501
Cl 5.127 -1.475 -7.823 0.526
C -0.740 4.895 -8.545 -2.023
Cl 0.080 4.988 -6.975 0.463
Cl -0.202 3.443 -9.408 0.516
Cl -2.492 4.816 -8.290 0.520
Cl -0.347 6.332 -9.503 0.524
C 1.004 -4.325 -9.841 -2.046
Cl 0.091 -5.326 -10.982 0.521
Cl 1.985 -3.152 -10.736 0.514
Cl -0.123 -3.462 -8.779 0.498
Cl 2.063 -5.357 -8.864 0.512
C -2.792 -2.937 9.306 -2.035
Cl -4.101 -4.133 9.301 0.514
Cl -3.324 -1.476 8.460 0.562
Cl -2.368 -2.534 10.979 0.519
Cl -1.373 -3.614 8.484 0.518


76
Properties=species:S:1:pos:R:3:lowdin_charge:R:1 method="wB97M-V/def2-TZVPD" s2=0.80 spin_multiplicity=2 total_charge=+1 e_lumo_ev="-3.71 / -5.29" e_homo_ev="-10.9062 / -11.0015" homo_lumo_gap_ev="7.196 / 5.716"
Ir -0.652 0.423 0.077 1.221
Cl 0.366 -4.293 -4.971 0.774
C -0.518 -3.429 -3.798 -0.633
C -1.742 -2.829 -4.161 -0.075
C -2.448 -2.125 -3.238 0.053
C -1.963 -1.978 -1.877 -0.359
O -2.629 -1.401 -1.008 -0.096
C -0.680 -2.600 -1.548 -0.102
C -0.143 -2.536 -0.197 -0.041
N -0.301 -1.562 0.622 -0.017
C 0.115 -1.686 1.980 -0.165
C 0.546 -2.829 2.603 0.022
C 0.921 -2.803 3.960 -0.039
C 0.857 -1.650 4.690 -0.006
C 0.401 -0.458 4.084 -0.140
C 0.336 0.788 4.751 0.023
C -0.070 1.897 4.066 -0.006
C -0.434 1.778 2.714 -0.086
N -0.421 0.623 2.084 -0.080
C 0.025 -0.494 2.732 -0.149
C -0.009 -3.329 -2.493 -0.028
H -2.105 -2.940 -5.174 0.119
H -3.394 -1.667 -3.492 0.129
H 0.459 -3.385 0.115 0.139
H 0.599 -3.771 2.074 0.117
H 1.276 -3.715 4.420 0.123
H 1.177 -1.626 5.723 0.134
H 0.642 0.847 5.788 0.134
H -0.106 2.870 4.534 0.122
H -0.716 2.641 2.124 0.115
H 0.937 -3.796 -2.252 0.131
O -0.732 2.393 -0.397 -0.308
N -0.395 2.662 -1.622 0.052
N -0.298 1.663 -2.371 -0.172
O -0.531 0.418 -1.966 -0.233
C 0.074 1.820 -3.755 -0.158
C 0.445 0.685 -4.455 -0.001
C 0.811 0.823 -5.786 -0.059
C 0.802 2.070 -6.391 -0.067
C 0.428 3.194 -5.665 -0.061
C 0.058 3.080 -4.336 -0.009
H 0.458 -0.274 -3.961 0.109
H 1.108 -0.052 -6.349 0.110
H 1.088 2.170 -7.429 0.111
H 0.422 4.168 -6.135 0.113
H -0.234 3.945 -3.760 0.114
F 3.924 -2.202 3.921 0.093
C 3.835 -1.008 3.324 -0.193
C 3.925 -0.888 1.997 0.055
N 3.870 0.331 1.363 0.010
C 3.722 0.359 -0.090 -0.023
C 2.300 -0.086 -0.445 -0.589
O 2.094 -1.104 -1.091 0.045
O 1.423 0.706 0.076 -0.142
C 3.698 1.510 2.069 -0.466
O 3.608 2.599 1.558 0.106
N 3.632 1.337 3.446 0.229
C 3.625 0.156 4.175 -0.411
O 3.436 0.141 5.372 0.095
H 4.053 -1.753 1.359 0.158
H 4.450 -0.307 -0.547 0.136
H 3.887 1.383 -0.416 0.135
H 3.527 2.191 3.976 0.172
C -4.584 0.887 -1.104 -0.253
Sb -3.182 0.789 0.476 1.394
C -3.536 2.674 1.392 -0.275
C -3.968 -0.609 1.853 -0.262
H -5.559 1.156 -0.700 0.021
H -4.631 -0.084 -1.585 -0.003
H -4.272 1.646 -1.819 0.021
H -4.611 2.801 1.513 0.019
H -3.149 3.458 0.744 0.016
H -3.067 2.739 2.371 0.000
H -5.006 -0.379 2.087 0.019
H -3.377 -0.576 2.768 0.008
H -3.899 -1.597 1.404 0.010


Which strongest force on any atom belongs to each record? In order, 1.12, 2.04, 2.58, 0.95, 4.22, 1.55 eV/Å.